Entry w
C5H2OS | ωB97M-V/def2-TZVPD

LUMO level (spin up / spin down) (eV): -1.5 / -1.5
Molar mass (g/mol): 110.14
HOMO-LUMO gap (spin up / spin down) (eV): 7.602 / 7.601

Geometry as ORCA input:
```
! RIJCOSX wB97M-V def2-TZVPD def2/J DEFGRID3
* xyz 0 1
C -1.958 -1.681 0.003
C -3.218 -1.317 0.012
C -0.732 -1.225 -0.022
C -1.331 0.443 -0.019
C -0.571 1.620 0.002
O -1.097 2.718 0.001
S -3.097 0.359 -0.001
H 0.297 -1.488 0.004
H 0.524 1.486 -0.002
*
```



Entry x
C5H2OS | ωB97M-V/def2-TZVPD

LUMO level (eV): -0.5
Structure (SMILES): C#CC#CC(=O)S
Molar mass (g/mol): 110.14
HOMO-LUMO gap (eV): 9.670

Geometry as ORCA input:
```
! RIJCOSX wB97M-V def2-TZVPD def2/J DEFGRID3
* xyz 0 1
C 3.950 -0.312 0.019
C 2.778 -0.065 -0.077
C 1.431 0.208 -0.016
C 0.264 0.498 -0.039
C -1.211 0.570 0.021
O -1.816 1.606 0.030
S -2.050 -1.017 -0.015
H 4.984 -0.305 0.277
H -0.918 -1.675 0.284
*
```



It is entry w that is the least stable of them.



Entry w
C6H11BrO3 | ωB97M-V/def2-TZVPD

LUMO level (eV): 0.7
Structure (SMILES): OO[C@]1(O)CCCC[C@@H]1Br
Molar mass (g/mol): 211.06
HOMO-LUMO gap (eV): 10.877

Geometry as ORCA input:
```
! RIJCOSX wB97M-V def2-TZVPD def2/J DEFGRID3
* xyz 0 1
O -0.229 2.209 1.204
O 0.883 1.383 0.808
C 0.628 0.770 -0.419
O 1.358 1.545 -1.398
C -0.865 0.658 -0.811
C -1.625 -0.189 0.235
C -0.914 -1.536 0.346
C 0.509 -1.345 0.812
C 1.217 -0.600 -0.375
Br 3.098 -0.690 -0.023
H 0.119 3.194 1.057
H 2.270 1.137 -1.541
H -0.933 0.183 -1.717
H -1.443 1.520 -0.772
H -2.547 -0.362 -0.224
H -1.619 0.248 1.186
H -1.512 -2.118 1.105
H -0.984 -1.922 -0.669
H 0.656 -0.602 1.623
H 0.934 -2.304 0.939
H 1.001 -1.178 -1.367
*
```



Entry x
C6H11BrO3 | ωB97M-V/def2-TZVPD

LUMO level (eV): 0.6
Molar mass (g/mol): 211.06
HOMO-LUMO gap (eV): 9.309

Geometry as ORCA input:
```
! RIJCOSX wB97M-V def2-TZVPD def2/J DEFGRID3
* xyz 0 1
C -2.401 -0.130 1.855
C -0.755 2.541 1.268
C 1.531 -1.790 -1.992
C -0.341 1.115 1.735
C 0.119 -1.603 -1.396
C -1.187 0.540 -1.627
O -2.725 0.361 2.905
O -1.152 0.002 1.324
O -0.139 -0.138 -1.643
Br -2.732 -0.548 -1.622
H -3.083 -0.787 1.345
H 0.090 3.087 1.408
H -1.016 2.596 0.105
H -1.632 2.832 1.779
H 1.952 -2.726 -1.662
H 1.612 -2.057 -3.017
H 2.308 -1.040 -1.795
H -0.072 1.224 2.749
H 0.651 0.878 1.415
H -0.013 -1.503 -0.323
H -0.727 -2.219 -1.895
*
```



It is entry x that is the least stable of them.



Entry w
C5H14 | ωB97M-V/def2-TZVPD

LUMO level (spin up / spin down) (eV): -3.2 / -11.0
Expectation value of S²: 0.7526
Molar mass (g/mol): 74.17
HOMO-LUMO gap (spin up / spin down) (eV): 11.793 / 3.976

Geometry as ORCA input:
```
! RIJCOSX wB97M-V def2-TZVPD def2/J DEFGRID3
* xyz 1 2
C 0.952 -1.503 1.313
C 1.362 -2.838 0.641
H 1.193 -1.531 2.375
H 1.442 -0.591 0.965
H -0.126 -1.476 1.133
H 1.265 -2.694 -0.438
H 0.619 -3.571 0.929
H 2.370 -3.172 0.862
C -0.889 1.081 -0.868
C -0.371 2.219 -1.752
C -1.254 1.434 0.516
H -1.756 0.622 -1.484
H -0.216 0.197 -0.898
H 0.488 2.643 -1.204
H -1.911 2.299 0.589
H -1.111 2.980 -2.012
H 0.021 1.803 -2.684
H -1.730 0.497 0.886
H -0.350 1.601 1.131
*
```



Entry x
C5H14 | ωB97M-V/def2-TZVPD

LUMO level (spin up / spin down) (eV): -3.2 / -11.1
Expectation value of S²: 0.7525
Molar mass (g/mol): 74.17
HOMO-LUMO gap (spin up / spin down) (eV): 11.307 / 3.235

Geometry as ORCA input:
```
! RIJCOSX wB97M-V def2-TZVPD def2/J DEFGRID3
* xyz 1 2
C 2.119 0.819 1.255
C 1.288 0.996 2.431
H 1.929 1.691 0.561
H 3.211 0.808 1.667
H 1.991 -0.060 0.632
H 1.184 2.099 2.913
H 1.701 0.400 3.211
H 0.343 0.532 2.072
C -1.253 -0.689 -0.719
C -2.257 0.094 -1.569
C -0.193 -1.461 -1.592
H -0.812 0.049 -0.048
H -1.675 -1.557 -0.137
H -3.157 -0.486 -1.797
H 0.066 -0.679 -2.442
H 0.560 -1.698 -0.930
H -1.844 0.536 -2.509
H -2.506 0.910 -0.942
H -0.698 -2.304 -2.056
*
```



It is entry x that is the least stable of them.



Entry w
C34H30Cl5N4O2PRu | ωB97M-V/def2-TZVPD

LUMO level (spin up / spin down) (eV): -3.4 / -3.3
Expectation value of S²: 0.8422
Molar mass (g/mol): 835.95
HOMO-LUMO gap (spin up / spin down) (eV): 6.775 / 6.844

Geometry as ORCA input:
```
! RIJCOSX wB97M-V def2-TZVPD def2/J DEFGRID3
* xyz 1 2
Ru 0.127 0.869 -0.077
N -0.704 1.669 2.100
C -1.102 0.575 2.993
C -0.592 0.824 4.421
C -0.896 -0.236 5.487
C -2.381 -0.502 5.758
N -2.944 -1.264 4.654
C -4.194 -1.340 4.273
N -4.454 -1.879 3.072
N -5.203 -0.866 5.020
C -0.529 -0.746 2.384
O -1.045 -1.830 2.734
O 0.439 -0.616 1.603
H 0.221 2.005 2.355
H -1.336 2.459 2.151
H -2.191 0.510 2.984
H -0.987 1.784 4.767
H 0.495 0.929 4.357
H -0.452 0.107 6.422
H -0.411 -1.180 5.228
H -2.923 0.443 5.878
H -2.476 -1.066 6.690
H -2.250 -1.570 3.918
H -3.674 -2.179 2.502
H -5.389 -2.068 2.764
H -5.039 -0.574 5.967
H -6.155 -0.996 4.731
C 4.545 -2.842 -4.079
C 4.020 -1.706 -4.679
C 3.028 -0.973 -4.047
C 2.557 -1.386 -2.805
C 3.081 -2.530 -2.206
C 4.072 -3.257 -2.843
P 1.181 -0.553 -1.947
C 1.195 1.105 -2.749
C 0.011 1.731 -3.154
C 0.049 3.022 -3.670
C 1.248 3.709 -3.746
C 2.429 3.094 -3.344
C 2.405 1.799 -2.858
C -0.268 -1.384 -2.652
C -0.233 -2.292 -3.683
C -1.414 -2.933 -4.098
C -2.605 -2.679 -3.475
C -2.675 -1.764 -2.400
C -3.881 -1.478 -1.721
C -3.897 -0.579 -0.691
C -2.709 0.062 -0.276
C -1.511 -0.190 -0.908
C -1.487 -1.106 -1.985
H 5.322 -3.406 -4.579
H 4.382 -1.385 -5.647
H 2.613 -0.095 -4.524
H 2.701 -2.842 -1.240
H 4.478 -4.142 -2.371
H -0.929 1.194 -3.121
H -0.863 3.488 -4.020
H 1.269 4.724 -4.123
H 3.372 3.621 -3.420
H 3.328 1.316 -2.558
H 0.694 -2.513 -4.194
H -1.373 -3.635 -4.921
H -3.511 -3.177 -3.798
H -4.791 -1.982 -2.024
H -4.826 -0.356 -0.180
H -2.762 0.762 0.551
Cl 0.506 3.670 -0.057
C 2.057 2.999 0.383
C 2.141 1.620 0.299
C 3.347 1.041 0.674
Cl 3.532 -0.666 0.584
C 4.415 1.821 1.122
Cl 5.882 1.076 1.609
C 4.293 3.211 1.167
Cl 5.606 4.175 1.700
C 3.098 3.818 0.783
Cl 2.929 5.528 0.788
*
```



Entry x
C34H30Cl5N4O2PRu | ωB97M-V/def2-TZVPD

LUMO level (spin up / spin down) (eV): -2.7 / -3.0
Expectation value of S²: 0.7909
Molar mass (g/mol): 835.95
HOMO-LUMO gap (spin up / spin down) (eV): 6.533 / 6.516

Geometry as ORCA input:
```
! RIJCOSX wB97M-V def2-TZVPD def2/J DEFGRID3
* xyz 1 2
Ru -0.168 0.401 0.374
N -2.320 -0.236 0.130
C -2.432 -1.390 -0.783
C -3.266 -2.499 -0.127
C -3.400 -3.812 -0.887
C -4.031 -3.679 -2.268
N -3.011 -3.139 -3.161
C -3.108 -3.020 -4.460
N -2.069 -2.514 -5.141
N -4.219 -3.373 -5.121
C -1.049 -1.888 -1.197
O -0.979 -2.606 -2.216
O -0.071 -1.574 -0.471
H -2.524 -0.530 1.082
H -3.007 0.470 -0.109
H -2.928 -1.047 -1.694
H -4.261 -2.079 0.059
H -2.829 -2.721 0.851
H -3.994 -4.497 -0.282
H -2.421 -4.278 -1.014
H -4.900 -3.012 -2.233
H -4.366 -4.658 -2.622
H -2.119 -2.802 -2.698
H -1.223 -2.284 -4.644
H -2.081 -2.424 -6.140
H -4.992 -3.787 -4.632
H -4.259 -3.348 -6.125
C 5.558 -2.266 -0.592
C 5.789 -0.899 -0.520
C 4.755 -0.031 -0.205
C 3.476 -0.531 0.037
C 3.254 -1.907 -0.022
C 4.291 -2.771 -0.341
P 2.121 0.511 0.608
C 2.301 2.073 -0.308
C 1.419 3.168 0.207
C 1.400 4.395 -0.652
C 2.042 4.458 -1.839
C 2.789 3.351 -2.312
C 2.898 2.185 -1.533
C 2.321 0.729 2.382
C 3.512 0.881 3.043
C 3.528 0.962 4.449
C 2.358 0.866 5.149
C 1.116 0.687 4.494
C -0.102 0.626 5.218
C -1.278 0.514 4.544
C -1.293 0.428 3.128
C -0.148 0.428 2.364
C 1.091 0.597 3.083
H 6.370 -2.937 -0.840
H 6.780 -0.504 -0.705
H 4.954 1.030 -0.134
H 2.262 -2.302 0.164
H 4.109 -3.836 -0.394
H 1.782 3.450 1.199
H 0.822 5.237 -0.287
H 1.987 5.360 -2.434
H 3.283 3.401 -3.272
H 3.463 1.359 -1.942
H 4.442 0.937 2.490
H 4.469 1.096 4.966
H 2.365 0.923 6.231
H -0.078 0.690 6.298
H -2.215 0.493 5.085
H -2.272 0.403 2.657
Cl 0.259 3.750 2.969
C -0.695 3.282 1.621
C -0.051 2.700 0.466
C -0.951 2.362 -0.581
Cl -0.348 1.601 -2.040
C -2.337 2.666 -0.544
Cl -3.339 2.264 -1.890
C -2.876 3.222 0.582
Cl -4.554 3.545 0.671
C -2.045 3.508 1.696
Cl -2.758 4.167 3.110
*
```



It is entry w that is the least stable of them.



Entry w
C5H5FOS | ωB97M-V/def2-TZVPD

LUMO level (eV): 0.7
Structure (SMILES): FC1=C[C@H]2OC[C@@H]1S2
Molar mass (g/mol): 132.16
HOMO-LUMO gap (eV): 9.584

Geometry as ORCA input:
```
! RIJCOSX wB97M-V def2-TZVPD def2/J DEFGRID3
* xyz 0 1
F -0.891 -1.502 2.019
C -0.148 -0.755 1.034
C 1.011 -0.876 0.582
C 1.267 0.400 -0.323
O 0.485 0.377 -1.477
C -0.834 0.117 -1.071
C -0.882 0.535 0.366
S 0.453 1.760 0.463
H 1.888 -1.581 0.997
H 2.274 0.592 -0.464
H -1.501 0.921 -1.654
H -1.338 -0.888 -1.204
H -1.784 0.899 0.731
*
```



Entry x
C5H5FOS | ωB97M-V/def2-TZVPD

LUMO level (eV): -0.4
Molar mass (g/mol): 132.16
HOMO-LUMO gap (eV): 9.070

Geometry as ORCA input:
```
! RIJCOSX wB97M-V def2-TZVPD def2/J DEFGRID3
* xyz 0 1
C 0.228 -0.208 -1.498
C 0.321 0.251 -0.092
C -0.894 0.870 -1.384
C 0.715 -0.488 1.202
C -0.244 -0.559 2.197
H -0.170 -1.283 -1.881
H 1.045 1.276 -0.350
H 1.619 -1.273 0.978
H 0.103 -1.162 3.070
H -1.195 0.172 2.223
O -1.015 0.810 0.074
F 1.373 0.038 -2.176
S -1.887 1.557 -2.362
*
```



It is entry x that is the least stable of them.



Entry w
C4H11NO | ωB97M-V/def2-TZVPD

LUMO level (spin up / spin down) (eV): 3.5 / 3.4
Expectation value of S²: 0.7530
Molar mass (g/mol): 89.14
HOMO-LUMO gap (spin up / spin down) (eV): 2.752 / 6.805

Geometry as ORCA input:
```
! RIJCOSX wB97M-V def2-TZVPD def2/J DEFGRID3
* xyz -1 2
C -0.536 4.001 1.359
C -1.051 1.846 0.667
N -0.165 2.852 0.589
H -1.393 4.556 0.917
H 0.326 4.673 1.300
H -0.791 3.914 2.438
H -2.067 1.914 1.080
H -0.881 0.921 0.116
H -1.031 -2.281 -1.202
C 0.939 -2.509 -1.209
O -0.373 -2.822 -1.663
C 1.235 -2.934 0.206
H 1.280 -1.502 -1.441
H 1.517 -3.229 -1.799
H 2.303 -2.692 0.280
H 1.139 -4.000 0.308
H 0.729 -2.333 0.961
*
```



Entry x
C4H11NO | ωB97M-V/def2-TZVPD

LUMO level (spin up / spin down) (eV): 3.8 / 3.8
Expectation value of S²: 0.7551
Molar mass (g/mol): 89.14
HOMO-LUMO gap (spin up / spin down) (eV): 2.566 / 5.596

Geometry as ORCA input:
```
! RIJCOSX wB97M-V def2-TZVPD def2/J DEFGRID3
* xyz -1 2
C 1.403 1.051 -2.013
C 0.117 1.064 -1.466
N -0.509 0.053 -0.707
C -1.771 0.343 -0.078
C -1.865 -0.463 1.271
H 1.595 1.374 -3.032
H 2.129 0.394 -1.511
H -0.289 2.047 -1.097
H -0.112 -0.825 -0.430
H -2.589 0.043 -0.743
H -1.823 1.361 0.308
H -0.934 -0.215 1.778
H -1.799 -1.524 1.009
H -2.814 -0.231 1.743
H 3.000 -2.148 1.230
H 3.238 -1.113 2.337
O 3.023 -1.210 1.402
*
```



It is entry x that is the least stable of them.



Entry w
CH2O4S | ωB97M-V/def2-TZVPD

LUMO level (eV): 0.3
Molar mass (g/mol): 110.09
HOMO-LUMO gap (eV): 10.434

Geometry as ORCA input:
```
! RIJCOSX wB97M-V def2-TZVPD def2/J DEFGRID3
* xyz 0 1
C -3.256 0.265 0.107
O -4.081 0.068 -0.662
O -1.384 -1.490 -0.592
O -0.129 0.597 -0.445
O -2.606 0.610 0.985
S -0.548 -0.827 0.330
H 0.077 1.153 0.353
H 0.775 -1.129 -0.104
*
```



Entry x
CH2O4S | ωB97M-V/def2-TZVPD

LUMO level (eV): 0.2
Structure (SMILES): O=CO[SH](=O)=O
Molar mass (g/mol): 110.09
HOMO-LUMO gap (eV): 12.233

Geometry as ORCA input:
```
! RIJCOSX wB97M-V def2-TZVPD def2/J DEFGRID3
* xyz 0 1
O -2.489 0.553 -0.088
C -1.451 0.057 -0.230
O -0.286 0.878 0.263
S 1.111 0.083 0.122
O 0.954 -0.974 -0.785
O 2.159 0.990 0.065
H -1.031 -0.895 -0.645
H 1.032 -0.692 1.298
*
```



It is entry x that is the least stable of them.



Entry w
C3H10NS2 | ωB97M-V/def2-TZVPD

LUMO level (eV): -4.6
Molar mass (g/mol): 124.25
HOMO-LUMO gap (eV): 7.875

Geometry as ORCA input:
```
! RIJCOSX wB97M-V def2-TZVPD def2/J DEFGRID3
* xyz 1 1
C 1.320 -1.721 0.835
C -2.111 -1.410 -1.165
C 2.067 -0.694 0.423
N -0.728 2.182 0.412
S -2.497 -0.237 -0.111
S 1.644 0.203 -1.078
H 0.426 -2.166 0.345
H 1.780 -2.190 1.632
H -1.348 -1.215 -2.039
H -2.589 -2.435 -1.159
H 2.669 -0.137 1.126
H -1.208 3.052 0.238
H -0.773 2.242 1.399
H 0.161 2.016 -0.049
H -1.310 1.362 0.128
H 2.498 1.147 -0.938
*
```



Entry x
C3H10NS2 | ωB97M-V/def2-TZVPD

LUMO level (eV): -3.3
Molar mass (g/mol): 124.25
HOMO-LUMO gap (eV): 9.624

Geometry as ORCA input:
```
! RIJCOSX wB97M-V def2-TZVPD def2/J DEFGRID3
* xyz 1 1
C 0.659 2.138 -1.945
C -0.154 2.830 -2.699
N 0.474 0.697 -1.739
H 1.506 2.530 -1.407
H 0.008 3.894 -2.816
H -0.993 2.383 -3.214
H 0.194 0.466 -0.745
H -0.243 0.290 -2.343
H 1.331 0.168 -1.915
C 0.080 -0.043 2.678
S -0.653 -0.355 1.062
S -0.016 -2.270 0.616
H -0.306 -0.745 3.408
H -0.200 0.969 2.963
H 1.161 -0.090 2.617
H 1.296 -2.001 0.494
*
```



It is entry w that is the least stable of them.



Entry w
C3H10NS2 | ωB97M-V/def2-TZVPD

LUMO level (eV): -5.2
Molar mass (g/mol): 124.25
HOMO-LUMO gap (eV): 7.365

Geometry as ORCA input:
```
! RIJCOSX wB97M-V def2-TZVPD def2/J DEFGRID3
* xyz 1 1
C 0.380 0.255 -2.710
C -0.503 -0.016 -1.505
S -0.032 1.024 -0.061
S -1.989 1.175 0.742
H 1.414 0.014 -2.442
H 0.330 1.287 -3.053
H 0.109 -0.372 -3.562
H -0.456 -1.078 -1.255
H -1.554 0.204 -1.696
H -1.708 2.274 1.497
C 1.009 -0.484 2.769
N 0.207 -1.164 2.047
H 1.703 -0.951 3.458
H 0.923 0.594 2.656
H -0.229 -0.611 1.225
H 0.396 -2.150 1.890
*
```



Entry x
C3H10NS2 | ωB97M-V/def2-TZVPD

LUMO level (eV): -3.5
Structure (SMILES): [NH3+][C@H](S)CCS
Molar mass (g/mol): 124.25
HOMO-LUMO gap (eV): 10.219

Geometry as ORCA input:
```
! RIJCOSX wB97M-V def2-TZVPD def2/J DEFGRID3
* xyz 1 1
N 0.452 -1.506 0.009
C 1.022 -0.123 -0.306
S 2.701 0.146 0.191
C 0.237 0.964 0.607
C -1.418 1.045 -0.076
S -2.368 -0.509 0.214
H -0.508 -1.565 -0.345
H 0.385 -1.571 1.117
H 1.217 -2.126 -0.335
H 0.693 0.131 -1.410
H 3.158 -0.596 -0.913
H 0.060 0.657 1.715
H 0.649 1.931 0.667
H -1.293 1.272 -1.104
H -1.648 1.984 0.513
H -3.341 -0.132 -0.543
*
```



It is entry x that is the least stable of them.



Entry w
C3H10NS2 | ωB97M-V/def2-TZVPD

LUMO level (eV): -4.7
Molar mass (g/mol): 124.25
HOMO-LUMO gap (eV): 6.641

Geometry as ORCA input:
```
! RIJCOSX wB97M-V def2-TZVPD def2/J DEFGRID3
* xyz 1 1
C 3.531 0.227 -0.281
C -4.406 0.984 0.068
C 2.963 -1.048 0.133
N 1.693 -1.289 0.169
S -3.812 -0.757 0.067
S -1.858 -0.689 0.091
H 4.301 0.065 -1.038
H 4.053 0.680 0.566
H 2.778 0.918 -0.652
H -5.446 0.978 0.386
H -4.331 1.356 -0.953
H -3.796 1.587 0.736
H 3.638 -1.842 0.435
H 0.996 -0.595 -0.097
H 1.318 -2.181 0.473
H -4.113 -0.956 1.403
*
```



Entry x
C3H10NS2 | ωB97M-V/def2-TZVPD

LUMO level (eV): -3.5
Molar mass (g/mol): 124.25
HOMO-LUMO gap (eV): 9.387

Geometry as ORCA input:
```
! RIJCOSX wB97M-V def2-TZVPD def2/J DEFGRID3
* xyz 1 1
C 0.096 -1.778 1.313
C 0.074 -1.237 -0.075
C -0.108 -1.886 -1.207
N 0.261 0.237 -0.145
H -0.078 -2.851 1.284
H 1.063 -1.607 1.789
H -0.674 -1.315 1.929
H -0.103 -1.386 -2.167
H -0.265 -2.954 -1.198
H 0.839 0.598 0.617
H -0.623 0.775 -0.124
H 0.737 0.519 -1.004
S 0.591 3.616 -0.685
S -1.286 3.164 0.144
H 0.311 3.062 -1.876
H -0.834 3.042 1.403
*
```



It is entry w that is the least stable of them.



Entry w
H3N3O2S | ωB97M-V/def2-TZVPD

LUMO level (eV): 0.2
Structure (SMILES): NN(S)[N+](=O)[O-]
Molar mass (g/mol): 109.11
HOMO-LUMO gap (eV): 10.423

Geometry as ORCA input:
```
! RIJCOSX wB97M-V def2-TZVPD def2/J DEFGRID3
* xyz 0 1
N -1.115 1.105 0.291
N 0.242 0.168 -0.198
S 0.855 0.422 -1.692
N 0.167 -1.079 0.393
O -0.858 -1.336 0.994
O 1.175 -1.730 0.271
H -0.750 1.110 1.246
H -1.850 0.344 0.221
H 2.134 0.998 -1.525
*
```



Entry x
H3N3O2S | ωB97M-V/def2-TZVPD

LUMO level (eV): 0.0
Structure (SMILES): N/N=[N+](\[O-])OS
Molar mass (g/mol): 109.11
HOMO-LUMO gap (eV): 9.188

Geometry as ORCA input:
```
! RIJCOSX wB97M-V def2-TZVPD def2/J DEFGRID3
* xyz 0 1
N -1.757 -0.499 -0.093
N -0.515 -0.228 0.333
N 0.113 0.789 0.028
O -0.174 1.710 -0.767
O 1.351 0.925 0.661
S 2.714 0.177 0.011
H -2.148 -1.432 0.366
H -1.989 -0.443 -1.093
H 2.405 -0.998 0.554
*
```



It is entry w that is the least stable of them.